[1]
This record from OMol25 describes 3 unconnected molecules or ions with the total composition C15H36N2O3. The level of theory is ωB97M-V with the def2-TZVPD basis set.

LUMO level	0.60	eV
multiplicity	1
highest occupied orbital energy	-8.4645	eV
Kohn-Sham gap	9.1	eV

Last column: natural (NBO) charge in e.
Element x y z (Å)
O1 -3.5829 -0.5025 1.8832  -0.7190
O2 1.7073 1.2643 1.5089  -0.5474
O3 2.2434 -2.2107 -2.8842  -0.5709
N1 -0.1685 3.5251 3.6603  -0.8255
N2 1.2385 -1.5359 -2.1615  -0.1870
C1 -3.7329 0.1640 3.1325  -0.0616
C2 -0.5691 -3.2082 -2.7201  -0.6456
C3 -0.1161 0.4530 -1.8543  -0.3970
C4 0.9762 4.0891 1.5669  -0.6137
C5 -2.4178 0.2457 3.8992  -0.6327
C6 0.8823 -0.2702 -2.7951  0.1102
C7 0.3435 2.9986 2.3907  -0.0647
C8 -0.6667 -1.7098 -0.7138  -0.4045
C9 2.0701 -0.0833 1.6523  -0.2501
C10 0.2478 -0.4445 -4.1886  -0.6434
C11 0.2568 -2.4888 -1.6246  0.1151
C12 -1.2398 -0.4363 -1.3408  -0.3954
C13 0.9968 -3.5463 -0.8149  -0.6044
C14 1.3280 1.8865 2.7103  -0.0575
C15 2.1278 0.5773 -2.8724  -0.6057
H1 -0.8106 4.2880 3.4611  0.3527
H2 2.2233 -0.4805 0.6460  0.2028
H3 -4.0762 1.1907 2.9692  0.1563
H4 1.6380 -4.1369 -1.4733  0.2218
H5 0.5474 -1.3830 -4.6655  0.1920
H6 1.1786 3.6970 0.5670  0.2240
H7 -1.2122 -3.9376 -2.2241  0.2168
H8 -2.5516 0.7054 4.8819  0.2099
H9 -1.8486 0.1106 -0.6200  0.1991
H10 2.8533 0.1124 -3.5465  0.2191
H11 0.8219 1.1594 3.3649  0.1598
H12 -0.7840 2.8143 4.0534  0.3491
H13 -0.8382 -0.3670 -4.1928  0.2107
H14 -0.5236 1.2788 -2.4551  0.2032
H15 0.6071 0.3179 -4.8897  0.2176
H16 0.2871 4.9263 1.4409  0.2024
H17 -3.3307 0.1533 1.2289  0.4649
H18 0.0775 -3.7775 -3.3939  0.2025
H19 -1.1632 -2.5207 -3.3154  0.2101
H20 2.6092 0.5784 -1.8950  0.2228
H21 -0.0741 -1.3899 0.1511  0.2087
H22 1.8663 -2.4487 -3.7459  0.4347
H23 -4.4766 -0.3695 3.7203  0.1761
H24 2.1796 2.2971 3.2676  0.1743
H25 1.2395 -0.6671 2.0807  0.1595
H26 1.6688 -3.1111 -0.0762  0.2174
H27 1.9171 4.4285 1.9966  0.2119
H28 0.2634 -4.2260 -0.3818  0.2064
H29 0.4596 0.9437 -1.0639  0.2219
H30 -0.4617 2.5398 1.7963  0.1564
H31 2.9583 -0.2581 2.2666  0.1692
H32 -1.6992 0.8626 3.3486  0.1901
H33 -1.9443 -0.7251 4.0519  0.2165
H34 -1.5285 -2.2714 -0.3465  0.2206
H35 -1.8889 -0.6711 -2.1919  0.1934
H36 1.8913 1.5698 -3.2494  0.2063



[2]
This record from OMol25 describes a molecular structure, C15H37IrN2O3SSi. The level of theory is ωB97M-V with the def2-TZVPD basis set.

total charge	+2
LUMO level (spin up / spin down)	-5.88 / -9.46	eV
multiplicity	5
highest occupied orbital energy (spin up / spin down)	-15.5175 / -16.1503	eV
expectation value of S²	6.011
Kohn-Sham gap (spin up / spin down)	9.6 / 6.7	eV

Last column: Löwdin spin population.
Element x y z (Å)
Ir1 0.1725 -0.0675 0.1493  2.4573
S1 -1.0814 1.9019 -0.0935  0.8909
Si1 -1.1821 2.0002 2.1306  0.0599
O1 -0.1715 3.1285 2.5793  0.0283
O2 -0.4734 0.4928 2.2666  0.1417
O3 -2.6622 2.1270 2.6535  0.0139
N1 -0.7019 -1.7452 -1.0513  0.1342
N2 1.9836 -0.3004 -1.0925  0.1095
C1 -4.0274 1.6749 2.3554  0.0019
C2 1.4360 -2.5366 -2.0765  0.0016
C3 -4.6952 1.4506 3.6963  0.0012
C4 1.2690 0.5419 3.9851  0.0033
C5 -1.0192 -0.3929 4.4641  0.0032
C6 0.5301 -1.5900 2.9055  0.0163
C7 0.0904 -0.2412 3.4377  0.0072
C8 -0.2630 4.4393 3.2663  0.0013
C9 -0.8713 4.2181 4.6402  0.0014
C10 1.1606 4.9447 3.3648  0.0000
C11 -3.9673 0.3849 1.5523  0.0143
C12 0.2034 -2.9116 -1.2698  0.0180
C13 2.4590 -1.6975 -1.3282  0.0183
C14 -1.1252 5.3546 2.4151  0.0010
C15 -4.7024 2.7867 1.5752  0.0020
H1 -1.8721 -0.9262 4.0402  0.0000
H2 1.1771 5.9024 3.8862  0.0000
H3 -0.6547 -0.9532 5.3254  0.0009
H4 -4.9769 0.0416 1.3273  0.0005
H5 -0.2359 3.5687 5.2472  0.0000
H6 1.8095 0.1563 -1.9868  0.0060
H7 -5.7344 2.5145 1.3528  0.0000
H8 -0.6889 5.4783 1.4218  0.0004
H9 -0.9666 5.1738 5.1560  0.0002
H10 1.2544 -1.4561 2.0883  0.0109
H11 0.4918 -3.3037 -0.2935  0.0022
H12 -3.4526 -0.3983 2.1158  0.0001
H13 -1.1967 6.3365 2.8823  0.0000
H14 3.3881 -1.6636 -1.8948  0.0048
H15 -4.7079 3.7082 2.1582  0.0001
H16 2.6820 -2.1457 -0.3593  0.0021
H17 -0.3462 -3.6961 -1.7880  0.0057
H18 -1.5517 -2.0557 -0.5848  0.0060
H19 1.7814 4.2400 3.9204  0.0000
H20 -1.3566 0.5858 4.8158  0.0002
H21 -4.2020 0.6486 4.2484  0.0000
H22 -3.4474 0.5438 0.5995  0.0144
H23 0.9512 1.5140 4.3628  0.0002
H24 2.7290 0.2392 -0.6559  0.0090
H25 -0.3233 -2.1739 2.5531  0.0007
H26 -1.8645 3.7720 4.5583  0.0001
H27 1.1382 -2.0292 -3.0024  -0.0001
H28 2.0228 0.7070 3.2109  0.0007
H29 -2.1360 4.9490 2.3148  0.0001
H30 1.7265 -0.0127 4.8045  0.0003
H31 1.0489 -2.1592 3.6759  0.0007
H32 -4.1817 2.9733 0.6319  0.0022
H33 1.5879 5.0853 2.3710  0.0000
H34 1.9277 -3.4607 -2.3794  -0.0001
H35 -1.0030 -1.3729 -1.9506  0.0052
H36 -5.7401 1.1760 3.5463  0.0000
H37 -4.6626 2.3625 4.2927  0.0001



[3]
This record from OMol25 describes a molecular structure, C15H37N2O15Y2. The level of theory is ωB97M-V with the def2-TZVPD basis set.

total charge	+4
LUMO level (spin up / spin down)	-12.47 / -14.28	eV
multiplicity	2
highest occupied orbital energy (spin up / spin down)	-18.4099 / -18.4099	eV
expectation value of S²	0.754
Kohn-Sham gap (spin up / spin down)	5.9 / 4.1	eV

Last column: Löwdin spin population.
Element x y z (Å)
Y1 -2.9461 3.6134 1.2197  0.0000
Y2 -3.5912 -1.4203 0.1434  0.0000
O1 -1.9142 -0.0906 -0.6473  0.0000
O2 1.5921 -1.7864 -2.7836  0.0000
O3 0.1417 0.8204 -0.7623  0.0000
O4 -0.7639 -5.3356 1.6019  0.0000
O5 -1.7394 1.9502 -0.0337  0.0000
O6 -4.0739 -1.1419 -2.2720  0.0000
O7 -1.8854 5.3731 2.6166  0.0000
O8 -3.0083 0.0618 2.0559  0.0000
O9 -2.4955 -3.2824 -1.2214  0.0000
O10 -2.4294 1.9998 2.9041  0.0000
O11 0.2966 5.7844 2.6915  0.0000
O12 -0.7092 4.4460 1.1696  0.0001
O13 0.1906 1.1185 -3.5373  0.0002
O14 2.0634 2.1643 0.5625  -0.0004
O15 -2.3881 0.1874 4.2501  0.0000
N1 3.3072 5.0078 -1.5683  0.7550
N2 -2.2632 -2.7039 1.7038  0.0000
C1 4.7678 3.0544 -1.0434  0.0839
C2 -1.2212 0.9322 -0.4808  0.0000
C3 -2.6418 0.7416 3.0149  0.0000
C4 1.8449 -0.7799 -3.7217  0.0000
C5 -0.2941 -1.5713 2.3066  0.0000
C6 0.5863 -0.0717 -4.3347  0.0000
C7 -2.1466 -2.5661 -2.4326  0.0000
C8 1.9975 1.7164 1.9164  0.0000
C9 -0.7482 5.2959 2.1184  0.0000
C10 3.3173 3.5919 -1.0637  0.0801
C11 -3.4270 -1.9953 -3.1083  0.0000
C12 -0.8084 -2.8162 1.5800  0.0000
C13 -0.2178 -6.5268 2.1477  0.0000
C14 -0.2870 -4.1269 2.3544  0.0000
C15 2.5013 3.4672 0.2489  0.0016
H1 -1.4099 -1.7651 -2.3713  0.0000
H2 2.6512 2.9654 -1.6570  0.0184
H3 -0.5946 -6.6969 3.1563  0.0000
H4 -2.7673 -4.1579 -1.5064  0.0000
H5 5.5140 3.4706 -0.3666  0.0001
H6 -1.7110 -3.3485 -3.0541  0.0000
H7 -0.5152 -1.6030 3.3735  0.0000
H8 1.7512 4.2561 0.3052  0.0011
H9 -4.4854 -0.4994 -2.8547  0.0000
H10 1.5647 -1.2053 -2.0199  0.0000
H11 -2.4352 -2.6217 2.6956  0.0000
H12 -3.0450 -1.5261 -4.0149  0.0000
H13 -0.2914 -0.6885 -4.5274  0.0000
H14 3.5506 5.6450 -0.8235  0.0240
H15 0.7625 0.4168 -5.2931  0.0000
H16 3.0125 1.9848 2.2094  0.0001
H17 4.6794 1.9899 -0.8264  0.0168
H18 -0.5873 -0.6145 1.8747  0.0000
H19 -0.5866 -2.7009 0.5191  0.0000
H20 0.8615 -6.6146 2.2722  0.0000
H21 1.7238 0.6792 2.1098  0.0000
H22 0.9054 5.1069 2.3884  0.0000
H23 1.2330 2.1606 2.5539  0.0000
H24 -0.6451 -7.3796 1.6202  0.0000
H25 0.7896 -1.5120 2.2060  0.0000
H26 0.6415 1.3837 -0.1670  0.0000
H27 2.4608 -1.1787 -4.5277  0.0000
H28 3.2524 3.7622 0.9816  0.0004
H29 5.2692 3.1281 -2.0085  0.0005
H30 -2.4627 -3.6871 1.5869  0.0000
H31 2.4293 0.0146 -3.2576  0.0000
H32 -2.1102 1.0385 4.5967  0.0000
H33 3.8640 4.9785 -2.4105  0.0183
H34 -4.0697 -2.8271 -3.3966  0.0000
H35 0.7967 -4.2104 2.2728  0.0000
H36 -0.0140 0.8591 -2.6360  0.0000
H37 -0.5892 -4.1140 3.4016  0.0000



> What is the multiplicity in the third record?

2



> Which of these has the lowest multiplicity?

C15H36N2O3



> The lowest multiplicity belongs to which entry?

C15H36N2O3